ORCA calculation (ωB97M-V/def2-TZVPD) on a cluster of 9 separate species, C22H47N4O33S8 in total.

CARTESIAN COORDINATES (ANGSTROEM)
C  -2.08597  4.53140  -1.56052
N  -1.96557  3.23416  -2.29016
C  -2.60096  2.16437  -1.64917
N  -3.84948  2.25217  -1.05657
N  -2.00523  1.01680  -1.58801
C  -0.69701  0.71348  -2.15392
C  0.21185  0.15423  -1.03977
O  -0.29417  -0.46135  -0.14194
N  1.55364  0.46770  -1.20662
C  1.82525  1.87003  -0.77488
C  2.45126  -0.54073  -0.64015
H  -2.30019  5.31430  -2.28530
H  -2.88385  4.56005  -0.82011
H  -1.12668  4.77122  -1.11112
H  -2.46331  3.34256  -3.16993
H  -4.26729  3.12307  -1.36567
H  -4.42775  1.50268  -1.43741
H  -2.48071  0.25275  -1.12850
H  -0.80899  -0.08087  -2.89265
H  -0.23349  1.58100  -2.60747
H  2.11187  2.45692  -1.64845
H  0.88658  2.30619  -0.41659
H  2.56180  1.93761  0.00802
H  1.96227  -1.25243  0.02677
H  2.93549  -1.12664  -1.42448
H  3.26814  -0.09899  -0.07237
C  6.64281  -2.06864  -0.17187
C  7.95959  -1.83409  -0.87965
O  7.58809  -1.30547  -2.16388
S  6.25150  -0.43191  -2.02037
O  6.61295  0.94294  -1.90567
O  5.30477  -0.88501  -2.97894
O  5.81772  -0.95328  -0.56266
H  6.16399  -2.98768  -0.51507
H  6.75469  -2.09896  0.90589
H  8.53755  -2.74495  -1.00149
H  8.56285  -1.08536  -0.36171
C  -7.44362  -1.53894  -0.13152
C  -8.18982  -0.43986  0.59193
O  -7.89836  0.74134  -0.18053
S  -7.75081  0.34453  -1.72769
O  -8.98004  0.60738  -2.38578
O  -6.50602  0.86988  -2.19769
O  -7.60146  -1.23450  -1.53015
H  -6.38152  -1.51985  0.10681
H  -7.84544  -2.52534  0.08253
H  -7.85219  -0.30983  1.61576
H  -9.26824  -0.60792  0.58037
C  -2.26398  -3.21880  0.20745
C  -1.99155  -4.12323  1.39517
O  -3.14842  -3.96655  2.23208
S  -4.44044  -3.71002  1.31614
O  -5.14307  -4.93012  1.13526
O  -5.08534  -2.52690  1.77918
O  -3.66657  -3.36518  -0.05072
H  -2.06752  -2.17229  0.44732
H  -1.69124  -3.50304  -0.67169
H  -1.09572  -3.84104  1.94023
H  -1.92153  -5.16976  1.09202
C  6.50174  4.63139  -0.36144
C  6.44955  3.24491  0.24641
O  5.62936  3.39920  1.42032
S  4.51735  4.52326  1.14516
O  3.30482  3.87963  0.75345
O  4.55242  5.46959  2.20177
O  5.17975  5.15907  -0.17120
H  7.20893  5.27500  0.16522
H  6.74662  4.61056  -1.41966
H  7.43166  2.87228  0.52219
H  5.96653  2.53505  -0.42064
C  -9.14136  3.52714  -3.07684
C  -9.89873  4.03632  -1.86940
O  -9.41621  5.37579  -1.68534
S  -9.06441  6.01818  -3.11855
O  -10.15593  6.81761  -3.55137
O  -7.73478  6.52540  -3.06037
O  -9.06649  4.65139  -3.96365
H  -8.12250  3.23131  -2.81225
H  -9.64148  2.70446  -3.56372
H  -9.71030  3.44571  -0.97687
H  -10.97293  4.07659  -2.06093
C  5.34742  -1.45434  4.51055
C  5.53221  -2.55387  5.53874
O  6.33163  -3.53738  4.86659
S  7.33729  -2.80859  3.85301
O  8.60173  -2.65988  4.48143
O  7.19709  -3.41015  2.56756
O  6.61173  -1.37227  3.83569
H  4.58071  -1.71727  3.77808
H  5.10622  -0.49645  4.96303
H  4.59120  -2.99298  5.85664
H  6.08373  -2.19987  6.41200
C  -6.75022  0.86696  -7.18115
C  -6.55555  0.00626  -5.94823
O  -7.72689  0.23428  -5.15760
S  -8.98523  0.48654  -6.14102
O  -9.69736  -0.73197  -6.29407
O  -9.62704  1.69370  -5.75860
O  -8.14111  0.74972  -7.48439
H  -6.52537  1.91647  -6.97696
H  -6.15792  0.52477  -8.02568
H  -5.66894  0.27990  -5.38201
H  -6.51274  -1.05446  -6.20614
C  10.79730  -4.85275  7.01723
C  11.07908  -5.69805  8.24337
O  9.93021  -5.51021  9.07834
S  8.62608  -5.30751  8.16021
O  7.94850  -6.55162  8.04085
O  7.96186  -4.12027  8.57620
O  9.39535  -5.02058  6.77569
H  10.99124  -3.79503  7.20629
H  11.36441  -5.17722  6.14907
H  11.97715  -5.38712  8.76939
H  11.15147  -6.75786  7.98947

Output
highest occupied orbital energy: -12.28 eV
molar mass: 1152.15 Da
2S+1: 1
Kohn-Sham gap: 0.3340 Ha
total energy: -6753.5160 hartree
total charge: +1
F_max: 1.93 eV/A
LUMO energy: -3.19 eV

Atomic partial charges in e from the Mulliken method, atoms 1 to 2: -0.84 -0.20